Formula: C88H158N12O7
Source: the Open Molecules 2025 dataset
Level of theory: ωB97M-V with the def2-TZVPD basis set

Each line ends with the Mulliken charge.
Element x y z (Å)
O (-7.678, -21.322, -20.233)  -0.15
O (-8.574, -12.151, -21.439)  -0.53
O (-1.826, -24.734, -17.863)  -0.63
O (-13.562, -16.106, -20.771)  -0.45
O (0.268, -16.213, -16.859)  -0.55
O (-0.208, -14.734, -25.953)  -0.51
O (-9.061, -19.228, -25.380)  0.23
N (-8.321, -16.783, -16.609)  -0.42
N (-1.026, -14.932, -24.854)  0.01
N (-8.593, -18.415, -26.422)  -0.22
N (-9.888, -24.779, -23.530)  -0.43
N (-0.174, -16.716, -18.113)  0.42
N (-0.745, -24.461, -18.724)  1.15
N (-6.831, -20.575, -21.015)  1.32
N (-10.100, -21.534, -21.963)  0.67
N (-13.229, -16.899, -19.609)  0.19
N (-7.298, -12.627, -21.084)  0.29
N (-3.557, -24.420, -24.249)  -0.49
N (-6.559, -24.664, -15.425)  -0.61
C (-6.222, -19.539, -20.190)  2.60
C (0.707, -22.884, -19.797)  -0.40
C (-8.927, -23.820, -25.530)  -0.51
C (-5.323, -22.563, -21.033)  -0.72
C (-0.427, -23.033, -18.728)  1.86
C (-14.248, -18.845, -20.814)  -1.41
C (-11.377, -20.278, -23.588)  -0.15
C (1.006, -17.315, -18.746)  1.98
C (-1.256, -15.377, -22.474)  -1.87
C (-2.027, -22.578, -24.570)  -0.48
C (-8.855, -16.187, -27.569)  -1.28
C (1.925, -16.169, -19.015)  -2.14
C (-3.010, -15.914, -23.972)  -1.14
C (-0.579, -18.854, -19.871)  1.17
C (-3.149, -23.371, -24.942)  -0.48
C (-11.426, -17.992, -18.393)  -0.72
C (-1.353, -17.554, -17.850)  2.58
C (-7.892, -14.958, -21.694)  -0.68
C (0.714, -25.707, -17.162)  -1.79
C (-11.156, -22.408, -21.843)  -0.97
C (-6.622, -19.758, -26.732)  -1.99
C (-5.465, -14.148, -21.451)  -0.58
C (-8.395, -13.405, -18.979)  -1.26
C (-1.658, -22.340, -19.258)  -0.99
C (-12.254, -19.241, -18.333)  -0.16
C (-7.281, -15.987, -16.803)  -0.42
C (-7.862, -25.609, -24.507)  -0.26
C (-5.494, -20.015, -18.942)  0.52
C (-7.145, -18.394, -26.342)  1.83
C (-5.706, -24.668, -16.484)  -0.45
C (-1.328, -22.981, -23.491)  -0.30
C (-7.316, -16.043, -27.408)  0.44
C (-6.620, -17.400, -27.523)  -1.27
C (0.237, -25.520, -18.633)  1.25
C (-9.914, -23.894, -24.546)  0.05
C (-10.863, -17.606, -26.881)  -1.54
C (-0.345, -26.863, -19.110)  -1.92
C (-12.381, -21.183, -23.412)  -0.44
C (-9.518, -16.426, -25.121)  -0.94
C (-6.872, -18.451, -15.758)  -0.21
C (-11.135, -15.722, -19.394)  -1.59
C (-5.981, -16.314, -16.427)  -0.16
C (-1.735, -18.180, -19.131)  0.18
C (-13.823, -18.848, -18.316)  -1.52
C (-2.914, -24.709, -23.140)  -0.40
C (-1.751, -17.222, -25.668)  -1.55
C (-12.297, -22.306, -22.562)  -0.88
C (0.531, -17.882, -20.073)  -0.14
C (-6.977, -23.028, -17.670)  1.13
C (-15.589, -17.389, -19.274)  -2.01
C (-10.245, -20.534, -22.826)  -0.82
C (-11.309, -17.672, -20.943)  -0.72
C (-7.250, -12.639, -19.594)  2.07
C (-6.913, -13.800, -21.832)  2.28
C (-2.543, -16.616, -17.374)  -2.48
C (-7.966, -24.766, -25.538)  -0.45
C (1.364, -25.231, -19.686)  -1.36
C (-6.002, -21.457, -21.921)  2.64
C (-7.207, -11.182, -19.204)  -1.90
C (-9.431, -17.189, -26.435)  1.43
C (-2.129, -15.842, -25.205)  2.58
C (-2.884, -15.224, -26.405)  -1.67
C (-5.771, -17.574, -15.859)  -0.11
C (-7.864, -22.992, -16.604)  -0.76
C (1.748, -18.372, -17.929)  -1.47
C (-6.574, -17.921, -24.951)  0.40
C (-7.600, -23.876, -15.563)  -0.33
C (-5.175, -18.697, -20.961)  -0.09
C (-7.396, -18.619, -19.853)  -1.08
C (-4.220, -19.670, -21.650)  0.70
C (-0.207, -15.295, -23.607)  1.58
C (-5.854, -13.179, -19.199)  -2.02
C (-5.015, -20.545, -22.642)  -0.08
C (-8.857, -25.613, -23.533)  -0.38
C (-6.880, -13.466, -23.294)  -2.42
C (-1.799, -24.040, -22.723)  0.27
C (0.626, -16.596, -23.633)  -1.41
C (-2.337, -16.402, -22.755)  1.63
C (-14.194, -17.989, -19.567)  1.87
C (-8.090, -18.033, -16.182)  -0.57
C (-1.191, -18.605, -16.688)  -1.81
C (-0.022, -22.476, -17.367)  -1.60
C (1.859, -23.785, -19.599)  -0.93
C (-11.787, -17.074, -19.581)  1.94
C (-6.824, -22.172, -23.010)  -1.96
C (-5.423, -14.470, -19.955)  1.33
C (-5.858, -23.862, -17.625)  0.06
C (0.677, -14.097, -23.354)  -1.88
H (-1.080, -27.335, -18.404)  0.30
H (2.197, -23.753, -18.516)  0.25
H (-5.549, -19.801, -27.038)  0.28
H (-3.415, -17.258, -17.403)  0.03
H (-8.161, -14.469, -18.988)  -0.40
H (1.162, -16.568, -22.664)  0.32
H (-14.976, -19.660, -20.698)  0.47
H (-3.811, -20.392, -20.931)  -1.14
H (-4.545, -20.534, -19.145)  -0.95
H (1.008, -25.449, -20.678)  0.45
H (-1.158, -17.168, -26.602)  0.53
H (-10.298, -17.415, -21.064)  -0.08
H (1.039, -21.848, -19.897)  0.17
H (-14.635, -18.304, -21.666)  0.42
H (2.696, -23.616, -20.262)  0.45
H (0.045, -17.494, -23.718)  0.22
H (1.442, -15.389, -19.625)  0.32
H (-11.298, -18.751, -21.076)  -0.43
H (-6.095, -15.309, -19.757)  -0.88
H (-11.956, -19.861, -17.478)  0.52
H (-9.364, -15.202, -27.527)  0.41
H (-16.256, -17.997, -18.689)  0.42
H (-11.518, -19.421, -24.244)  -0.02
H (1.507, -25.077, -16.870)  0.34
H (-8.418, -11.392, -22.023)  0.36
H (-2.009, -17.427, -22.816)  0.08
H (-5.497, -18.186, -25.052)  0.17
H (-6.742, -19.435, -15.304)  0.49
H (-2.645, -18.773, -18.912)  -0.34
H (-3.226, -14.198, -26.249)  0.41
H (0.222, -16.956, -20.640)  -1.29
H (-2.361, -16.137, -16.440)  0.69
H (-0.330, -18.384, -16.061)  0.33
H (-7.921, -13.243, -23.589)  0.62
H (-16.158, -17.216, -20.172)  0.41
H (-1.704, -21.765, -25.212)  0.49
H (-4.508, -14.873, -19.599)  -0.03
H (-2.035, -18.498, -15.998)  0.38
H (-3.111, -16.324, -21.951)  -0.85
H (-9.681, -16.955, -24.147)  -0.19
H (-11.431, -16.660, -26.931)  0.42
H (-1.309, -24.283, -21.796)  0.32
H (-9.348, -19.935, -22.900)  1.10
H (0.211, -21.398, -17.462)  0.07
H (-0.161, -25.524, -16.522)  0.29
H (-5.149, -23.914, -18.451)  0.08
H (-0.935, -19.286, -20.795)  0.97
H (-4.780, -18.003, -15.708)  0.42
H (-9.378, -13.237, -19.421)  0.30
H (-2.620, -17.885, -25.920)  0.12
H (-2.652, -24.932, -18.358)  0.26
H (-6.117, -22.795, -23.617)  0.23
H (-6.743, -17.827, -28.530)  0.34
H (1.316, -14.300, -22.441)  0.27
H (1.431, -18.245, -20.621)  0.89
H (-7.545, -22.869, -22.617)  0.68
H (-8.957, -18.684, -16.088)  0.38
H (-7.370, -21.486, -23.649)  -0.26
H (-10.371, -18.178, -18.484)  -0.49
H (-6.784, -20.552, -25.987)  -0.04
H (-2.567, -22.418, -18.623)  0.52
H (-11.186, -15.036, -20.233)  0.50
H (-4.383, -21.218, -23.255)  0.08
H (-2.140, -17.403, -19.732)  -0.92
H (-6.582, -14.329, -23.889)  -0.04
H (-6.974, -15.656, -26.438)  -0.50
H (-3.379, -19.213, -22.139)  0.08
H (-8.878, -14.743, -21.985)  0.85
H (-14.015, -15.378, -20.344)  0.38
H (-7.189, -24.765, -26.276)  0.42
H (-1.157, -17.839, -24.977)  0.15
H (-0.438, -22.422, -23.174)  0.34
H (-4.851, -13.251, -21.696)  0.62
H (-15.390, -16.428, -18.832)  0.41
H (-10.341, -15.699, -25.149)  0.66
H (-8.067, -15.242, -20.651)  -0.79
H (-14.379, -19.835, -18.258)  0.48
H (-4.432, -22.886, -21.570)  -0.73
H (-4.770, -17.848, -20.368)  0.27
H (2.591, -18.761, -18.534)  0.32
H (-5.161, -15.041, -22.023)  -0.71
H (-7.497, -14.985, -17.130)  0.37
H (-10.087, -15.923, -19.208)  -0.14
H (-5.525, -19.871, -23.313)  -1.15
H (-5.197, -15.540, -16.638)  0.28
H (-7.012, -26.316, -24.534)  0.34
H (-7.532, -15.842, -22.169)  0.13
H (-11.793, -17.139, -21.784)  0.64
H (-2.343, -15.266, -27.366)  0.38
H (2.414, -15.800, -18.112)  0.45
H (-6.208, -12.677, -23.461)  0.61
H (-14.034, -18.312, -17.409)  0.43
H (-8.992, -16.642, -28.554)  0.39
H (-8.789, -26.274, -22.670)  0.40
H (-8.122, -10.610, -19.394)  0.35
H (-3.693, -23.097, -25.799)  0.44
H (-11.425, -15.145, -18.511)  0.58
H (-3.789, -16.616, -24.339)  -1.14
H (-8.963, -23.016, -26.288)  0.39
H (1.393, -16.633, -24.427)  0.40
H (2.750, -16.532, -19.663)  0.41
H (-3.143, -25.634, -22.557)  0.28
H (-5.560, -17.241, -27.399)  0.19
H (-7.044, -18.595, -24.274)  -0.34
H (-0.830, -15.436, -21.485)  0.59
H (0.456, -27.599, -19.302)  0.43
H (0.244, -23.112, -20.760)  -0.08
H (-7.151, -17.626, -19.426)  -0.30
H (-10.685, -23.133, -24.567)  0.41
H (-8.064, -18.485, -20.717)  -0.22
H (-3.855, -15.794, -26.530)  0.05
H (-5.331, -19.045, -18.465)  -0.05
H (-4.920, -22.313, -20.071)  -0.05
H (-6.905, -11.172, -18.185)  0.40
H (-8.404, -13.178, -17.919)  0.63
H (1.293, -13.921, -24.199)  0.46
H (-6.735, -16.855, -24.709)  -0.72
H (-0.890, -22.411, -16.742)  0.54
H (-1.476, -21.257, -19.370)  -0.33
H (-10.908, -18.109, -27.875)  0.38
H (-5.685, -18.267, -21.802)  -0.65
H (-0.137, -19.613, -19.170)  -1.77
H (0.094, -13.231, -23.121)  0.43
H (-1.954, -22.660, -20.246)  -0.29
H (-8.587, -15.871, -25.084)  -0.05
H (-8.500, -21.491, -20.682)  0.34
H (-6.480, -10.719, -19.863)  0.51
H (-8.347, -23.813, -14.733)  0.31
H (-7.177, -19.992, -27.608)  0.72
H (-7.173, -22.459, -18.633)  -0.19
H (2.051, -18.149, -16.926)  0.41
H (-13.064, -23.109, -22.460)  0.40
H (-2.771, -15.809, -18.052)  0.68
H (-6.001, -23.397, -20.883)  0.59
H (0.859, -22.887, -16.904)  0.34
H (-12.173, -19.827, -19.268)  -0.29
H (-1.666, -14.369, -22.572)  0.56
H (0.080, -15.283, -16.994)  0.38
H (-13.282, -19.285, -21.101)  -0.05
H (-8.696, -22.336, -16.716)  0.65
H (-4.899, -25.410, -16.412)  0.39
H (-3.459, -14.971, -23.797)  0.82
H (-13.286, -20.959, -23.994)  0.35
H (-11.268, -18.259, -26.092)  0.19
H (-9.424, -20.001, -25.794)  0.22
H (-1.133, -19.613, -17.014)  0.23
H (-5.878, -13.383, -18.116)  0.40
H (-0.808, -26.629, -20.068)  0.40
H (1.083, -19.226, -17.787)  0.09
H (-11.618, -17.493, -17.420)  0.37
H (-10.870, -23.324, -21.272)  0.39
H (0.355, -15.517, -26.052)  0.40
H (2.141, -25.933, -19.460)  0.58
H (-6.082, -20.678, -18.275)  -0.62
H (1.098, -26.725, -16.932)  0.49
H (-6.802, -15.417, -28.136)  0.52
H (-7.979, -19.041, -19.021)  0.26
H (-5.186, -12.345, -19.364)  0.60

Summary:
Total charge: 0
SMILES: CC1(C)CCCC(C)(C)N1O.CC1(C)CCCC(C)(C)N1O.CC1(C)CCCC(C)(C)N1O.CC1(C)CCCC(C)(C)N1O.CC1(C)CCCC(C)(C)N1O.CC1(C)CCCC(C)(C)N1O.CC1(C)CCCC(C)(C)N1O.c1ccncc1.c1ccncc1.c1ccncc1.c1ccncc1.c1ccncc1
HOMO level in eV: -7.82

---

Formula: CH16N2O7Pt
Source: the Open Molecules 2025 dataset
Level of theory: ωB97M-V with the def2-TZVPD basis set

Each line ends with the Mulliken spin population.
Element x y z (Å)
Pt (0.123, 1.077, -0.607)  1.73
O (-2.019, 0.302, -0.896)  0.05
O (-0.829, 1.780, 1.289)  0.05
O (2.247, 0.143, 0.039)  0.02
O (-0.494, 2.325, -2.428)  0.05
O (1.595, 2.960, -0.294)  0.03
O (0.519, -0.493, -2.224)  0.05
O (-0.266, -1.167, 0.913)  0.02
N (-0.958, -2.271, 2.770)  0.00
N (-0.082, -3.437, 0.971)  0.00
C (-0.418, -2.241, 1.530)  0.00
H (0.858, -1.367, -2.002)  0.00
H (-1.343, 1.323, 1.965)  0.00
H (-1.224, -1.412, 3.210)  0.00
H (2.379, 3.351, -0.699)  0.00
H (-0.477, 2.575, 1.706)  0.00
H (0.074, 2.684, -3.121)  0.00
H (-1.069, -3.116, 3.304)  0.00
H (-2.108, -0.659, -0.875)  0.00
H (1.618, 3.274, 0.618)  0.00
H (0.237, -0.520, -3.146)  0.00
H (-1.348, 2.144, -2.837)  0.00
H (-2.876, 0.664, -1.151)  0.00
H (2.426, -0.431, 0.793)  0.00
H (-0.108, -4.303, 1.483)  0.00
H (3.077, 0.231, -0.443)  0.00
H (0.466, -3.417, 0.132)  0.00

Summary:
⟨S²⟩: 2.00
Total charge: +2
HOMO level (alpha / beta) in eV: -16.40 / -16.40
Energy above the lowest of the compared OMol25 structures with the same formula, charge and spin in kJ/mol: 0.0
Multiplicity: 3

---

- What is the formula in the first record?
  C88H158N12O7

---

What did the second record say?
Formula: CH16N2O7Pt
Source: the Open Molecules 2025 dataset
Level of theory: ωB97M-V with the def2-TZVPD basis set

Each line ends with the Mulliken spin population.
Element x y z (Å)
Pt (0.123, 1.077, -0.607)  1.73
O (-2.019, 0.302, -0.896)  0.05
O (-0.829, 1.780, 1.289)  0.05
O (2.247, 0.143, 0.039)  0.02
O (-0.494, 2.325, -2.428)  0.05
O (1.595, 2.960, -0.294)  0.03
O (0.519, -0.493, -2.224)  0.05
O (-0.266, -1.167, 0.913)  0.02
N (-0.958, -2.271, 2.770)  0.00
N (-0.082, -3.437, 0.971)  0.00
C (-0.418, -2.241, 1.530)  0.00
H (0.858, -1.367, -2.002)  0.00
H (-1.343, 1.323, 1.965)  0.00
H (-1.224, -1.412, 3.210)  0.00
H (2.379, 3.351, -0.699)  0.00
H (-0.477, 2.575, 1.706)  0.00
H (0.074, 2.684, -3.121)  0.00
H (-1.069, -3.116, 3.304)  0.00
H (-2.108, -0.659, -0.875)  0.00
H (1.618, 3.274, 0.618)  0.00
H (0.237, -0.520, -3.146)  0.00
H (-1.348, 2.144, -2.837)  0.00
H (-2.876, 0.664, -1.151)  0.00
H (2.426, -0.431, 0.793)  0.00
H (-0.108, -4.303, 1.483)  0.00
H (3.077, 0.231, -0.443)  0.00
H (0.466, -3.417, 0.132)  0.00

Summary:
⟨S²⟩: 2.00
Total charge: +2
HOMO level (alpha / beta) in eV: -16.40 / -16.40
Energy above the lowest of the compared OMol25 structures with the same formula, charge and spin in kJ/mol: 0.0
Multiplicity: 3

---

- What is the total charge in the second record?
  +2

---

- Among the records above, which one has the lowest total charge?
  C88H158N12O7